Below is a molecular structure, C30H32NO3PSTc, with properties calculated with wB97M-V/def2-TZVPD.

Each line ends with the Löwdin charge.
Atoms and positions in Å:
Tc -0.04795 0.75455 -0.37130  1.19
S 1.41464 0.56149 -2.76914  0.49
P 1.22615 -1.27505 -0.02871  1.04
O -0.02371 0.23882 -2.63089  -0.41
O 1.78213 1.30173 -1.52256  -0.45
O 1.82229 1.17542 -3.98951  -0.26
N -1.72342 0.66536 -0.10606  -0.14
C -3.71255 1.27983 -1.30870  -0.21
C -2.86614 1.92070 -2.36975  -0.05
C 2.73283 -2.15639 2.25761  -0.08
C 4.80651 -0.41028 1.64335  -0.07
C 4.88940 -1.21545 2.77496  -0.08
C 2.82655 -3.02101 -1.51806  -0.08
C 2.24913 -1.00393 -2.66951  -0.26
C 1.90711 2.82460 3.18829  -0.09
C -0.18782 -3.62817 -0.63588  -0.08
C 0.61968 2.01151 1.18569  -0.28
C 3.68966 -0.47373 0.83037  -0.10
C 3.57785 -3.42687 -2.60796  -0.06
C 0.47411 0.77891 3.37105  -0.09
C 2.14028 -1.80833 -1.53433  -0.33
C -1.53403 -4.84007 0.95015  -0.07
C 1.37098 1.59663 2.45021  -0.52
C -3.18246 -0.62903 1.94380  -0.04
C -5.09778 1.31101 -1.36258  -0.05
C -3.86974 0.04946 0.79765  -0.22
C 3.67209 -2.61597 -3.73136  -0.06
C 2.64080 -1.34911 1.13296  -0.35
C -1.20029 -3.91824 1.93205  -0.08
C -1.03572 -4.68607 -0.33605  -0.07
C -5.86959 0.73586 -0.36468  -0.08
C -3.10174 0.63933 -0.21675  -0.26
C -0.37046 -2.85006 1.62907  -0.13
C 0.16376 -2.70782 0.34719  -0.34
C 3.85648 -2.08627 3.07621  -0.07
C -5.25200 0.11201 0.70810  -0.06
C 3.01198 -1.39967 -3.76251  -0.04
H -2.26026 2.72782 -1.94498  0.08
H -2.18928 -5.66987 1.18352  0.11
H 5.75961 -1.16213 3.41650  0.10
H 2.22868 0.98032 2.17529  0.09
H 4.09947 -4.37557 -2.57573  0.11
H 2.43997 2.53610 4.09940  0.07
H 3.61675 0.17231 -0.03783  0.11
H 0.03530 -0.05787 2.82402  0.03
H -1.30565 -5.39114 -1.11189  0.11
H -0.14896 -2.11604 2.39142  0.09
H 3.91982 -2.72096 3.95152  0.11
H 1.21964 2.74127 0.62069  0.05
H -2.49453 0.05078 2.45335  0.07
H 4.26467 -2.92616 -4.58262  0.11
H 3.07726 -0.74320 -4.61935  0.11
H -3.90990 -1.00181 2.66553  0.08
H -0.35221 1.39481 3.74191  0.08
H -1.60129 -4.01906 2.93312  0.11
H -6.94955 0.77858 -0.41972  0.10
H -3.49032 2.34014 -3.15853  0.08
H 0.19109 -3.51949 -1.64407  0.11
H 1.02389 0.38891 4.23016  0.08
H 2.77479 -3.64819 -0.63555  0.12
H -2.59312 -1.47062 1.58099  0.06
H 1.94523 -2.85592 2.49918  0.09
H -5.57939 1.80141 -2.20124  0.11
H 1.08367 3.48847 3.47201  0.08
H -0.28624 2.54806 1.49505  0.05
H 5.61099 0.27209 1.40032  0.11
H 2.59319 3.39271 2.55647  0.07
H -2.17880 1.20460 -2.81527  0.05
H -5.85141 -0.33684 1.49233  0.11

The spin multiplicity is 2. Its expectation value of S² is 0.758. For the total energy, the calculation gives -61584.595 eV. For the energy above the lowest of the compared OMol25 structures with the same formula, charge and spin, the calculation gives 0.0 kcal per mole. The gap between HOMO and LUMO (spin up / spin down) comes out at 7.218 / 7.704 eV.